Record 1
# CH3NO3

A single CH3NO3 molecule at a distorted geometry (ωB97M-V with the def2-TZVPD basis set, the Open Molecules 2025 dataset).

Summary:
HOMO-LUMO gap (eV): 11.30
M (g/mol): 77.04
Total charge: 0
LUMO level (eV): 0.7
DFT total energy (eV): -8709.7496
Energy above the lowest of the compared OMol25 structures with the same formula, charge and spin (kcal per mole): 166.4
SMILES: COn1oo1

```
8
Properties=species:S:1:pos:R:3:forces:R:3
C -0.2839 -1.1708 0.0422 1.7 -0.4 0.1
N -2.6346 -0.5613 0.4097 2.3 1.4 -1.4
O -2.8352 -1.5796 1.2784 0.5 -0.9 0.5
O -3.1296 -0.2178 1.6351 0.0 0.6 0.4
O -1.0545 -0.0845 0.3744 -4.1 -0.1 0.7
H 0.7389 -0.6220 0.0309 -1.3 -1.7 -0.3
H -0.5595 -1.6979 -0.8973 0.3 0.8 0.1
H -0.3494 -1.9591 0.8146 0.5 0.4 0.0
```
Positions in Å, forces in eV/Å.

Record 2
# CH3NO3

2 unconnected molecules or ions with the total composition CH3NO3 at a distorted geometry (ωB97M-V with the def2-TZVPD basis set, the Open Molecules 2025 dataset).

Summary:
HOMO-LUMO gap (spin up / spin down) (eV): 8.18 / 8.16
M (g/mol): 77.04
Total charge: 0
LUMO level (spin up / spin down) (eV): -0.3 / -0.4
DFT total energy (eV): -8713.0912
Energy above the lowest of the compared OMol25 structures with the same formula, charge and spin (kcal per mole): 89.4

```
8
Properties=species:S:1:pos:R:3:forces:R:3
C -0.1207 0.2552 -0.2998 3.0 -2.4 4.3
N 2.1853 -0.0262 -0.1247 -3.9 0.4 -0.5
O 2.3618 -1.1853 0.1095 0.5 -0.8 0.2
O 2.9438 0.8822 -0.0594 1.3 0.8 0.0
O -0.4127 -1.0317 -0.2771 -0.5 0.2 0.6
H -0.0439 0.7309 0.6966 -0.3 0.2 -1.1
H -0.3485 0.7190 -1.1590 -0.4 1.8 -2.9
H -0.4505 -1.3125 0.6564 0.3 -0.3 -0.6
```
Positions in Å, forces in eV/Å.

Record 3
# CH3NO3

A single CH3NO3 molecule at a distorted geometry (ωB97M-V with the def2-TZVPD basis set, the Open Molecules 2025 dataset).

Summary:
HOMO-LUMO gap (spin up / spin down) (eV): 10.47 / 8.42
M (g/mol): 77.04
Total charge: 0
LUMO level (spin up / spin down) (eV): 0.3 / -0.5
DFT total energy (eV): -8710.9453
Energy above the lowest of the compared OMol25 structures with the same formula, charge and spin (kcal per mole): 138.9

```
8
Properties=species:S:1:pos:R:3:forces:R:3
C 0.1944 0.2295 -0.3344 0.5 0.9 3.8
N -0.1711 -1.0071 0.3749 -2.0 1.1 1.2
O 1.4578 0.3472 0.3699 0.6 2.0 0.9
O 0.1567 -2.0927 -0.1040 0.6 -1.7 -1.1
O 2.5183 -0.1502 -0.1446 0.4 -0.7 -1.0
H 0.3623 0.1775 -1.3813 -0.3 -0.5 -0.8
H -0.3153 1.1815 0.1070 0.3 -2.0 -1.2
H -0.1874 -1.0008 1.4443 -0.1 0.7 -1.7
```
Positions in Å, forces in eV/Å.

Record 4
# CH3NO3S

A gas-phase ion, CH3NO3S (charge -2) at a distorted geometry (ωB97M-V with the def2-TZVPD basis set, the Open Molecules 2025 dataset).

Summary:
HOMO-LUMO gap (eV): 4.47
M (g/mol): 109.11
Total charge: -2
LUMO level (eV): 6.6
DFT total energy (eV): -19548.2267
Energy above the lowest of the compared OMol25 structures with the same formula, charge and spin (kcal per mole): 20.0

```
9
Properties=species:S:1:pos:R:3:forces:R:3
C 0.2281 -0.1562 0.3619 -0.5 1.2 -0.6
N -0.8624 0.6395 0.9869 -0.3 0.9 -0.9
O -0.2130 1.4077 1.9652 0.9 0.5 2.6
O -0.7154 -1.8791 -1.5322 -0.2 0.3 -0.4
O 1.3123 -0.5649 -2.0854 -0.3 0.3 -0.1
S -0.1033 -0.4928 -1.5499 0.6 -1.2 1.8
H 1.0959 0.5662 0.2587 -0.4 -1.1 0.4
H 0.3944 -1.0488 1.0995 0.0 1.3 -1.8
H -1.1365 1.5283 0.4954 0.1 -2.1 -1.2
```
Positions in Å, forces in eV/Å.

Record 5
# CH3NO3S

2 unconnected molecules or ions with the total composition CH3NO3S at a distorted geometry (ωB97M-V with the def2-TZVPD basis set, the Open Molecules 2025 dataset).

Summary:
HOMO-LUMO gap (spin up / spin down) (eV): 7.80 / 8.08
M (g/mol): 109.11
Total charge: 0
LUMO level (spin up / spin down) (eV): -0.2 / -0.3
DFT total energy (eV): -19546.8948
Energy above the lowest of the compared OMol25 structures with the same formula, charge and spin (kcal per mole): 148.0

```
9
Properties=species:S:1:pos:R:3:forces:R:3
C 0.3473 1.8359 -1.3870 -0.6 -2.9 1.7
N 0.9482 0.1603 1.7146 -1.5 -2.3 -0.3
O -1.1316 -2.4492 0.3839 1.4 -0.3 -0.8
O 0.3866 -0.8133 1.3271 3.1 2.5 0.2
O 0.2813 1.2959 -0.2883 0.2 1.2 -1.8
S -1.3361 -1.5546 1.7146 -1.7 0.1 1.3
H 0.2342 2.8858 -1.4741 0.1 1.4 -0.4
H 0.4111 1.1642 -2.2720 0.2 0.7 0.0
H -0.1410 -2.5250 0.2812 -1.1 -0.3 0.0
```
Positions in Å, forces in eV/Å.

Record 6
# CH3NO3S

A single CH3NO3S molecule at a distorted geometry (ωB97M-V with the def2-TZVPD basis set, the Open Molecules 2025 dataset).

Summary:
HOMO-LUMO gap (eV): 11.34
M (g/mol): 109.11
Total charge: 0
LUMO level (eV): 0.3
DFT total energy (eV): -19551.2302
Energy above the lowest of the compared OMol25 structures with the same formula, charge and spin (kcal per mole): 48.1
SMILES: O=CN[SH](=O)=O

```
9
Properties=species:S:1:pos:R:3:forces:R:3
C 0.4100 0.6346 -1.3093 0.4 -0.9 1.1
N -0.2554 0.6036 -0.1014 -2.7 5.1 3.1
O 0.7005 -0.4388 -1.7435 0.8 -0.4 -1.5
O -0.6377 -0.4150 2.2564 -1.0 1.4 0.9
O -1.0838 -1.8815 0.3114 1.3 2.4 0.6
S -0.3633 -0.7637 0.9180 2.4 -3.0 -2.0
H 0.7786 1.6151 -1.7028 -0.7 -0.4 0.3
H -0.6281 1.6253 0.3916 1.5 -4.1 -1.8
H 1.0793 -0.9796 0.9795 -2.1 -0.2 -0.7
```
Positions in Å, forces in eV/Å.

Which value of M does entry 3 give?
77.04 g/mol